A molecular structure, C17H21N3O3 in a non-equilibrium geometry. Source: OMol25; level of theory: ωB97M-V/def2-TZVPD.

Structure (XYZ):
```
44
C17H21N3O3 ωB97M-V/def2-TZVPD
O 2.27218 -0.09837 2.19438
C 2.11152 -0.87973 1.20257
N 1.02141 -1.43568 0.76554
H 0.97149 -1.86880 -0.21641
C -0.41333 -1.09568 1.10672
C -1.09470 -2.22490 1.18099
C -2.31993 -2.09523 2.11726
C -3.24190 -1.26323 1.81219
C -2.67826 0.10907 2.31617
C -1.94112 0.95028 1.38593
H -2.34835 1.46357 0.77011
C -0.81145 0.03717 0.42671
H -0.34097 0.76178 -0.00375
H -1.41642 -0.30898 -0.26802
H -1.30963 1.59918 1.84454
H -2.09874 0.13348 3.30782
H -3.70152 0.90496 2.68061
H -4.19737 -1.28816 2.42274
H -3.48452 -1.23759 0.90883
H -1.89414 -2.20081 3.24595
H -2.80270 -3.31572 1.90030
H -0.25328 -3.01731 1.58186
H -1.27437 -2.51343 0.27240
H 0.07989 -0.58876 2.36265
C 3.53124 -1.42193 0.16423
C 3.74772 -0.01149 -0.58678
N 2.47640 0.63309 -1.43767
C 2.35370 1.78940 -1.19332
O 2.87712 2.88637 -0.67167
C 0.95636 2.06567 -2.01271
C 0.22147 2.97074 -2.28459
C -0.98570 2.70048 -3.19916
C -1.14807 1.47281 -3.51878
N -0.43318 0.51690 -3.41474
C 0.67935 0.79170 -2.64392
C 1.92156 -0.27125 -2.01156
O 1.87827 -1.52587 -2.45815
H -1.98212 1.44887 -4.01009
H -1.63865 3.55254 -3.31064
H 0.51336 4.11915 -1.87932
H 4.05433 0.99343 0.08431
H 4.71686 -0.02724 -1.29080
H 4.29381 -1.28175 0.81920
H 3.13234 -1.92875 -0.46190
```

## Properties
orbital gap = 0.288 Eh
ΔE to the lowest compared entry with this formula, charge and spin = 23.696 eV
energy = -28561.7627 eV
strongest force on any atom = 19.6 eV/Å
HOMO level = -9.06 eV


2 unconnected molecules or ions with the total composition C5H7OP in a non-equilibrium geometry. Source: OMol25; level of theory: ωB97M-V/def2-TZVPD.

Structure (XYZ):
```
14
C5H7OP ωB97M-V/def2-TZVPD
C 1.83205 0.76478 0.10245
C 1.39365 2.01327 0.07288
C 0.72686 -0.15766 0.16552
C -0.28742 0.68665 -0.02516
C 0.97090 -1.64651 0.17481
O -0.00940 1.97503 -0.03059
P -3.84790 0.23526 0.04272
H 2.83516 0.56830 0.18471
H 1.95155 2.99292 -0.07235
H 1.93978 -1.95977 -0.21901
H 0.77132 -1.97445 1.11462
H 0.30149 -2.10165 -0.40149
H -4.37131 1.42318 -0.43152
H -3.25794 0.86928 1.10493
```

## Properties
orbital gap (alpha / beta) = 0.292 / 0.292 Eh
ΔE to the lowest compared entry with this formula, charge and spin = 5.177 eV
energy = -16628.7757 eV
strongest force on any atom = 4.4 eV/Å
HOMO level (alpha / beta) = -9.04 / -8.72 eV


A single C4H7NO2 molecule in a non-equilibrium geometry. Source: OMol25; level of theory: ωB97M-V/def2-TZVPD.

Structure (XYZ):
```
14
C4H7NO2 ωB97M-V/def2-TZVPD
C 0.16762 1.27988 0.51863
C 0.58345 0.00090 -0.08012
C 0.94258 -0.89768 1.05388
O 0.34704 -0.84193 2.18719
C -0.44613 -0.72561 -0.97361
O -0.62409 -1.93255 -0.92220
N -1.07343 0.13886 -1.79567
H -0.25383 -0.04659 2.08843
H 0.92879 1.99707 0.79713
H -0.87976 1.51878 0.67939
H 1.50655 0.09015 -0.67976
H 1.79601 -1.56710 1.07774
H -0.90273 1.12602 -1.64359
H -1.81007 -0.16886 -2.40927
```

## Properties
orbital gap (alpha / beta) = 0.225 / 0.299 Eh
ΔE to the lowest compared entry with this formula, charge and spin = 4.055 eV
energy = -9843.2246 eV
strongest force on any atom = 1.3 eV/Å
HOMO level (alpha / beta) = -6.72 / -7.71 eV


5 unconnected molecules or ions with the total composition C46H88ClN5O8S2 in a non-equilibrium geometry. Source: OMol25; level of theory: ωB97M-V/def2-TZVPD.

Structure (XYZ):
```
150
C46H88ClN5O8S2 ωB97M-V/def2-TZVPD
C -4.28543 -1.21640 2.18565
C -3.45861 0.01674 2.56684
C -2.56900 -0.21006 3.80339
C -1.34675 0.73333 3.82486
C -0.13935 0.15614 4.51075
C 0.14328 0.55794 5.81133
C 1.24546 0.07786 6.49550
C 2.07678 -0.81954 5.85120
C 1.81075 -1.21568 4.54871
C 0.70323 -0.74832 3.86824
N 0.43527 -1.06642 2.51309
C 0.83870 -2.33677 2.02784
C 0.13105 -2.91325 0.97272
C -1.08635 -2.27509 0.32634
S -0.91993 -0.53759 -0.15992
C 0.29217 -0.49246 -1.50590
C 0.90337 0.91296 -1.45850
C 0.55047 -4.13493 0.45348
C 1.65718 -4.81592 0.94639
C 2.09078 -6.12928 0.36240
C 1.50182 -7.32101 1.11545
C 0.01564 -7.48966 0.83538
Cl 2.37274 -8.79052 0.57003
C 2.35004 -4.23513 1.99609
C 1.95648 -3.00942 2.50838
S 2.97867 -2.26533 3.74250
H -5.26169 -1.21360 2.65424
H -4.40508 -1.27349 1.10943
H -3.77947 -2.10778 2.54201
H -4.09393 0.87480 2.75508
H -2.81178 0.25197 1.72598
H -3.17596 0.04984 4.66347
H -2.28214 -1.25562 3.86761
H -1.64018 1.64107 4.34035
H -1.06524 1.02481 2.81407
H -0.50921 1.27246 6.28327
H 1.44168 0.41203 7.49918
H 2.95525 -1.19578 6.35310
H -0.56814 -1.02024 2.39952
H -1.92875 -2.34815 1.00661
H -1.33961 -2.85534 -0.55314
H 1.03942 -1.25476 -1.32322
H -0.20000 -0.66307 -2.45330
H 0.30135 1.56004 -0.82957
H 0.95588 1.33626 -2.45027
H 1.88627 0.88757 -1.00532
H 0.00452 -4.58703 -0.35885
H 1.74971 -6.15650 -0.66900
H 3.17288 -6.18131 0.31896
H 1.67185 -7.16855 2.17388
H -0.53404 -6.79042 1.45668
H -0.29166 -8.50873 1.02418
H -0.17433 -7.24367 -0.20155
H 3.21591 -4.74289 2.39104
C -9.57876 -0.83064 7.97168
O -9.57479 0.50506 7.50673
C -8.94705 1.43198 8.38421
C -7.65767 1.95875 7.79203
N -6.63190 0.92379 7.74710
C -5.43845 1.28162 6.98647
C -5.58686 1.55679 5.49320
O -5.92650 0.42058 4.72022
C -7.31086 0.12561 4.64280
H -10.21544 -1.40660 7.30236
H -8.57631 -1.27251 7.96000
H -9.98495 -0.89701 8.98496
H -8.77359 0.98682 9.36783
H -9.63689 2.27081 8.51281
H -7.29664 2.78793 8.40741
H -7.89339 2.35608 6.79558
H -7.02947 0.08537 7.34494
H -4.72751 0.45871 7.09851
H -4.98065 2.15885 7.45492
H -4.60588 1.87875 5.12890
H -6.27898 2.38076 5.28341
H -7.92243 1.02969 4.68253
H -7.61867 -0.56158 5.43526
H -7.48635 -0.37455 3.68977
C 4.63119 -4.04670 -6.34661
O 3.89454 -2.91564 -5.92541
C 4.34197 -2.34319 -4.69805
C 4.97139 -0.98482 -4.91707
N 6.24762 -1.10945 -5.61199
C 6.80694 0.15924 -6.06988
C 6.01908 0.96979 -7.09433
O 5.93025 0.36977 -8.37343
C 4.87724 -0.56138 -8.53926
H 4.10516 -4.48195 -7.19510
H 5.64369 -3.77998 -6.66837
H 4.69632 -4.79622 -5.55236
H 5.03212 -3.01577 -4.18020
H 3.46216 -2.21975 -4.06746
H 5.13743 -0.50216 -3.95067
H 4.25353 -0.37020 -5.47828
H 6.12811 -1.71479 -6.41342
H 7.78539 -0.05888 -6.50521
H 6.98497 0.79271 -5.19470
H 6.56012 1.90756 -7.24602
H 5.02077 1.24260 -6.73167
H 4.00320 -0.29752 -7.93775
H 5.19681 -1.57780 -8.29277
H 4.59377 -0.55207 -9.59210
C -2.39928 0.50221 -3.71910
O -1.37608 1.47590 -3.81052
C -0.73355 1.54191 -5.08189
C -1.06264 2.83697 -5.79109
N -2.45780 2.87474 -6.21166
C -2.91315 4.17543 -6.69523
C -2.90829 5.35067 -5.72228
O -3.84526 5.24015 -4.66791
C -3.41054 4.50796 -3.53615
H -2.68912 0.43029 -2.67120
H -3.28317 0.77313 -4.30691
H -2.03716 -0.47684 -4.04942
H -0.99309 0.67706 -5.69798
H 0.34460 1.50729 -4.90325
H -0.42382 2.92958 -6.67465
H -0.81169 3.65837 -5.10585
H -3.04197 2.60041 -5.43306
H -3.93965 4.04621 -7.04681
H -2.31298 4.44791 -7.56938
H -3.20568 6.23711 -6.28871
H -1.90831 5.55870 -5.32277
H -2.33512 4.61246 -3.37270
H -3.66604 3.44810 -3.62083
H -3.93671 4.90436 -2.66756
C 2.93592 1.73809 2.26156
O 3.58394 2.94727 1.91361
C 4.97948 3.00790 2.18146
C 5.80624 2.99208 0.90929
N 5.82597 1.67105 0.28722
C 6.43491 1.61964 -1.04062
C 5.74126 2.33198 -2.19782
O 4.53320 1.71067 -2.60133
C 3.37018 2.07805 -1.87640
H 1.86388 1.91537 2.18467
H 3.19618 0.92191 1.57850
H 3.16669 1.43290 3.28669
H 5.29540 2.21101 2.86047
H 5.14840 3.96196 2.68927
H 6.83790 3.25775 1.15862
H 5.40874 3.77443 0.24862
H 4.88598 1.30384 0.22781
H 6.51389 0.56620 -1.32198
H 7.45858 1.99833 -0.95667
H 6.40366 2.25392 -3.06495
H 5.59469 3.40289 -2.01528
H 3.41632 3.11371 -1.53287
H 3.20163 1.41674 -1.02333
H 2.51777 1.96760 -2.54788
```

## Properties
orbital gap = 0.292 Eh
structure (SMILES) = CCCCc1cccc2c1Nc1c(CSCC)cc(C[C@@H](C)Cl)cc1S2.COCCNCCOC.COCCNCCOC.COCCNCCOC.COCCNCCOC
energy = -107147.6797 eV
strongest force on any atom = 1.3 eV/Å
HOMO level = -7.51 eV


A molecular structure, C18H45BrCuN5O2P2Se. Source: OMol25; level of theory: ωB97M-V/def2-TZVPD.

Structure (XYZ):
```
75
C18H45BrCuN5O2P2Se ωB97M-V/def2-TZVPD
Cu 0.00876 0.21294 -0.33711
Se 0.08074 -4.28227 -0.01580
C -0.01440 -2.64962 -0.77040
N -0.03956 -1.60101 -1.27007
C 6.25010 0.84983 0.22948
C 5.48550 -0.06805 -0.71317
N 4.20141 -0.51956 -0.17920
C 4.20876 -1.70201 0.68117
C 4.18612 -1.39957 2.17453
C 3.05086 0.14067 -0.41725
C 3.07213 1.30274 -1.36865
N 1.91795 -0.18988 0.11764
H 7.16083 1.20727 -0.24996
H 6.53598 0.33302 1.14373
H 5.64913 1.71684 0.50643
H 6.07389 -0.96209 -0.92863
H 5.32216 0.41925 -1.67237
H 5.10614 -2.26786 0.42883
H 3.36394 -2.33975 0.40011
H 5.03652 -0.78413 2.45992
H 4.24583 -2.33096 2.73855
H 3.27675 -0.88516 2.48570
H 3.28117 0.96480 -2.38470
H 3.83459 2.02880 -1.09074
H 2.10794 1.80301 -1.34255
H 1.96061 -0.96084 0.77415
N 0.15273 1.69933 3.82413
C -0.98978 0.76311 3.63233
P -0.17357 -0.82236 3.12489
O 1.15377 -0.76422 3.79838
O -0.35272 -1.02104 1.65194
C -1.18562 -2.21419 3.82692
N -0.96890 -3.38288 2.91784
H 0.94239 1.11861 4.16723
H -0.05631 2.46541 4.45761
H 0.41865 2.08012 2.87163
H -1.63904 1.15916 2.85186
H -1.53038 0.67680 4.57332
H -2.24995 -1.98121 3.80045
H -0.89713 -2.49772 4.83654
H -1.72538 -4.06201 2.95779
H -0.10254 -3.87501 3.12993
H -0.86548 -3.08189 1.90776
Br 0.08163 2.42267 0.60054
C -2.54401 3.29486 -1.77504
C -3.16850 1.96669 -1.34601
C -3.65930 2.04870 0.10182
P -2.05997 0.50842 -1.54527
C -3.17562 -0.97583 -1.42567
C -4.61515 -0.75643 -1.89228
C -3.19094 -1.61776 -0.03890
C -1.45415 0.46285 -3.28673
C -2.48571 0.76965 -4.36942
C -0.19209 1.31005 -3.44960
H -3.23483 4.10394 -1.53629
H -2.35507 3.33392 -2.84711
H -1.60846 3.48804 -1.25226
H -4.02902 1.77226 -1.99431
H -2.82713 2.30203 0.75956
H -4.10370 1.11452 0.44722
H -4.41353 2.83053 0.19438
H -2.69334 -1.68403 -2.10843
H -5.15742 -0.10275 -1.20754
H -5.13719 -1.71381 -1.90132
H -4.68959 -0.33170 -2.89079
H -3.87267 -1.08358 0.62846
H -2.20551 -1.63341 0.41389
H -3.54988 -2.64482 -0.12201
H -1.14773 -0.58491 -3.38815
H -2.96427 1.73834 -4.22730
H -3.26312 0.01058 -4.42447
H -1.99094 0.79341 -5.34112
H -0.39310 2.37871 -3.36034
H 0.23607 1.13329 -4.43670
H 0.56962 1.04910 -2.70899
```

## Properties
orbital gap (alpha / beta) = 0.293 / 0.269 Eh
total charge = +1
<S²> = 0.754
ΔE to the lowest compared entry with this formula, charge and spin = 0.364 eV
energy = -229547.1528 eV
strongest force on any atom = 0.6 eV/Å
HOMO level (alpha / beta) = -10.37 / -10.43 eV
2S+1 = 2


2 unconnected molecules or ions with the total composition C11H23BO3 in a non-equilibrium geometry. Source: OMol25; level of theory: ωB97M-V/def2-TZVPD.

Structure (XYZ):
```
38
C11H23BO3 ωB97M-V/def2-TZVPD
B 0.24609 0.52912 -0.69173
C 2.49785 0.61189 -0.45680
C 1.94294 -0.73907 0.17083
C 3.61984 1.22704 0.37488
C 2.96961 0.23447 -1.85879
C 1.74263 -0.52652 1.64652
C 2.57331 -2.06960 -0.05159
C -4.34618 0.28141 0.95529
C -1.99469 1.32627 1.17353
C -3.38256 0.09850 -1.74524
C -2.77155 0.05517 0.76223
C -2.55460 -0.33881 -0.65761
O 1.34579 1.43090 -0.49102
O 0.58917 -0.69767 -0.32255
O -2.03677 -1.60943 -0.76735
H 3.07840 1.40184 1.33930
H 3.92148 2.10802 -0.17641
H 4.48386 0.52819 0.29321
H 4.00593 -0.14484 -1.82864
H 2.85149 1.14133 -2.45394
H 2.27000 -0.48041 -2.32388
H 1.12128 -1.35611 2.02843
H 1.09698 0.37479 1.90026
H 2.68350 -0.47309 2.24967
H 1.95065 -2.81997 0.10555
H 3.43720 -2.22033 0.61515
H 2.87743 -2.22828 -1.13841
H -4.68872 0.22197 1.99773
H -4.93074 -0.56827 0.52416
H -4.76750 1.15285 0.39099
H -2.05822 1.52890 2.25375
H -2.45747 2.15308 0.57345
H -0.96477 1.47908 0.84874
H -2.69393 0.15746 -2.63420
H -4.27670 -0.40441 -1.98891
H -3.76653 1.14441 -1.55195
H -2.45647 -0.84722 1.39354
H -1.15801 -1.66265 -0.45822
```

## Properties
orbital gap (alpha / beta) = 0.254 / 0.311 Eh
ΔE to the lowest compared entry with this formula, charge and spin = 2.221 eV
energy = -18596.3274 eV
strongest force on any atom = 5.3 eV/Å
HOMO level (alpha / beta) = -6.84 / -7.74 eV


A molecular structure, C13H10N2O11PdS3 in a non-equilibrium geometry. Source: OMol25; level of theory: ωB97M-V/def2-TZVPD.

Structure (XYZ):
```
40
C13H10N2O11PdS3 ωB97M-V/def2-TZVPD
Pd -0.51785 -0.06568 0.07443
O -0.06817 -3.61655 1.93213
S -0.05703 -2.30749 1.32582
O 1.15319 -1.53759 1.58580
O -1.25274 -1.48963 1.60593
C 0.07234 -2.53109 -0.48738
C 1.36134 -2.77625 -0.95085
C 1.63240 -2.72772 -2.30604
C 0.61894 -2.43952 -3.21517
C -0.67388 -2.22867 -2.76965
C -0.94927 -2.26908 -1.40814
S -2.68046 -2.04788 -0.89688
O -3.44810 -2.21449 -2.12273
O -2.96188 -3.05974 0.08904
O -2.75168 -0.64046 -0.42076
H 2.14218 -2.96185 -0.22701
H 2.64310 -2.89068 -2.65730
H 0.84252 -2.36963 -4.27229
H -1.49451 -2.02158 -3.44228
O 4.54074 2.76735 2.36637
C 3.55663 2.21621 1.91039
C 3.41203 1.68542 0.51465
O 4.24776 1.76489 -0.37690
C 2.06417 1.12125 0.44094
C 1.34618 1.38931 1.64911
O 0.09345 1.22206 1.73980
C 2.25827 1.99084 2.63135
O 2.02752 2.28219 3.79567
O 1.52382 0.50627 -0.51706
C -2.58137 2.24932 1.54444
N -2.52091 2.10190 0.08367
C -1.31219 2.10725 -0.55049
N -0.41518 3.07279 -0.18601
S -1.13162 1.38046 -2.07290
H -3.61882 2.11471 1.84267
H -2.25291 3.24811 1.83255
H -1.96515 1.50301 2.05072
H -3.06866 1.30654 -0.23135
H -0.25573 3.15399 0.81266
H 0.44152 3.01172 -0.71696
```

## Properties
orbital gap (alpha / beta) = 0.244 / 0.210 Eh
total charge = -2
<S²> = 2.012
ΔE to the lowest compared entry with this formula, charge and spin = 2.036 eV
energy = -75131.9490 eV
strongest force on any atom = 2.6 eV/Å
HOMO level (alpha / beta) = -2.03 / -1.94 eV
2S+1 = 3


A single C5H8O molecule in a non-equilibrium geometry. Source: OMol25; level of theory: ωB97M-V/def2-TZVPD.

Structure (XYZ):
```
14
C5H8O ωB97M-V/def2-TZVPD
C 1.81492 -0.95586 -0.14316
C 0.53262 -0.38506 -0.31588
C -0.88915 -0.86969 -0.02508
C -1.33226 0.50920 0.74443
O -1.02356 1.52155 -0.19509
C 0.37380 1.12628 -0.61453
H 1.89705 -2.09924 -0.03950
H 2.77019 -0.31677 -0.20425
H -0.94841 -1.82078 0.59868
H -1.59646 -0.85238 -0.94952
H -2.46795 0.49522 0.88124
H -0.72027 0.62130 1.77743
H 0.44554 1.49421 -1.59702
H 1.14392 1.53204 0.08225
```

## Properties
orbital gap = 0.378 Eh
ΔE to the lowest compared entry with this formula, charge and spin = 2.536 eV
structure (SMILES) = C=C1CCOC1
energy = -7359.7190 eV
strongest force on any atom = 2.8 eV/Å
HOMO level = -9.25 eV